[1]
Entry from the OMol25 dataset: a cluster of 5 separate species, F12H4N3O6P2 in total (ωB97M-V/def2-TZVPD).

## Properties
M = 432.0 g/mol
HOMO-LUMO gap = 0.279 hartree
E_HOMO = 0.17 eV
Relative energy (zero: lowest compared OMol25 entry of this formula, charge and spin) = 113.19 kJ/mol
LUMO = 0.28504 Ha

Structure (ORCA input):
```
! wB97M-V def2-TZVPD RIJCOSX def2/J DEFGRID3
* xyz -3 1
N 0.212 0.059 -0.421
H 0.036 -0.619 0.307
H 0.903 -0.354 -1.032
H 0.576 0.867 0.063
H -0.688 0.273 -0.825
N 2.665 0.176 -2.562
O 1.823 -0.737 -2.555
O 2.470 1.305 -2.909
O 3.651 -0.025 -1.893
N 1.950 3.276 0.594
O 2.598 3.320 -0.413
O 1.964 4.179 1.404
O 1.263 2.274 0.739
P -3.030 -0.489 -1.855
F -4.194 0.412 -1.159
F -1.890 0.698 -1.675
F -2.651 -0.910 -0.314
F -1.700 -1.336 -2.178
F -4.063 -1.784 -1.968
F -3.324 -0.099 -3.428
P 0.199 -1.457 3.178
F 0.870 -2.142 1.868
F 1.621 -1.796 3.929
F 0.677 -0.045 2.612
F -0.450 -0.725 4.493
F -1.133 -1.437 2.299
F -0.351 -2.885 3.700
*
```

---

[2]
Entry from the OMol25 dataset: a structure of composition C50H46CaGeN6OP2 (ωB97M-V/def2-TZVPD).

## Properties
M = 921.6 g/mol
HOMO-LUMO gap (alpha / beta) = 0.163 / 0.202 hartree
E_HOMO (alpha / beta) = -0.61 / -1.67 eV
Relative energy (zero: lowest compared OMol25 entry of this formula, charge and spin) = 0.00 kJ/mol
LUMO (alpha / beta) = 0.14067 / 0.14066 Ha

Structure (ORCA input):
```
! wB97M-V def2-TZVPD RIJCOSX def2/J DEFGRID3
* xyz -2 1
Ca -1.129 0.085 -1.280
C 2.183 -1.940 2.620
C 0.704 -1.897 3.025
P 0.059 -0.173 3.244
C 0.745 0.154 4.945
C 1.654 1.196 5.114
C 2.191 1.482 6.365
C 1.826 0.725 7.467
C 0.926 -0.324 7.314
C 0.394 -0.604 6.064
C -1.686 -0.456 3.745
C -2.372 -1.657 3.587
C -3.718 -1.755 3.914
C -4.395 -0.655 4.417
C -3.723 0.549 4.580
C -2.384 0.647 4.236
C 2.469 -1.185 1.307
P 3.253 0.465 1.595
C 2.847 1.423 0.099
C 2.492 2.758 0.282
C 2.233 3.581 -0.808
C 2.320 3.072 -2.095
C 2.660 1.739 -2.292
C 2.920 0.920 -1.204
C 5.010 0.032 1.238
C 5.558 -1.153 1.737
C 6.903 -1.450 1.565
C 7.734 -0.566 0.891
C 7.204 0.614 0.389
C 5.858 0.909 0.559
H 2.473 -2.987 2.497
H 2.798 -1.545 3.436
H 0.543 -2.482 3.934
H 0.112 -2.332 2.217
H 1.958 1.771 4.246
H 2.897 2.297 6.474
H 2.240 0.947 8.444
H 0.633 -0.918 8.172
H -0.326 -1.408 5.956
H -1.879 -2.517 3.151
H -4.247 -2.681 3.725
H -5.452 -0.725 4.646
H -4.250 1.423 4.944
H -1.873 1.600 4.333
H 1.528 -1.014 0.778
H 3.105 -1.775 0.648
H 2.396 3.148 1.290
H 1.901 4.602 -0.652
H 2.072 3.700 -2.944
H 2.666 1.322 -3.291
H 3.174 -0.121 -1.374
H 4.926 -1.858 2.265
H 7.301 -2.379 1.956
H 8.783 -0.798 0.752
H 7.839 1.308 -0.150
H 5.454 1.825 0.145
N -0.556 7.703 -8.472
C -0.573 6.873 -7.670
C -0.592 5.851 -6.683
C -1.612 5.799 -5.718
C -1.619 4.812 -4.760
C -0.623 3.808 -4.709
C 0.385 3.875 -5.698
C 0.410 4.868 -6.650
C -0.629 2.774 -3.684
C -0.341 1.434 -4.117
C -0.315 0.997 -5.462
C 0.032 -0.356 -5.449
C 0.195 -0.690 -4.108
N -0.037 0.365 -3.292
C -0.887 3.205 -2.342
C -0.885 4.548 -1.888
C -1.108 4.515 -0.512
C -1.231 3.167 -0.179
N -1.099 2.370 -1.257
H -2.404 6.537 -5.742
H -2.416 4.779 -4.030
H 1.170 3.130 -5.685
H 1.213 4.903 -7.376
H -0.550 1.587 -6.333
H 0.132 -1.015 -6.300
H 0.433 -1.659 -3.686
H -0.713 5.428 -2.487
H -1.178 5.357 0.162
H -1.430 2.733 0.793
O -1.181 -0.804 0.721
N -2.031 -1.763 0.251
C -3.403 -1.433 0.394
C -4.317 -2.460 0.650
N -5.081 -3.304 0.881
C -3.813 -0.151 0.030
N -4.107 0.914 -0.333
C -0.659 -5.045 -2.440
Ge -0.655 -4.187 -0.662
C 1.234 -4.108 -0.096
C -1.541 -5.413 0.619
C -1.608 -2.516 -0.864
H -0.318 -6.080 -2.366
H 0.000 -4.510 -3.126
H -1.663 -5.044 -2.869
H 1.703 -5.076 -0.295
H 1.321 -3.907 0.972
H 1.781 -3.339 -0.642
H -1.080 -6.404 0.583
H -2.604 -5.503 0.392
H -1.453 -5.030 1.638
H -2.481 -2.701 -1.493
*
```

---

[3]
Entry from the OMol25 dataset: a structure of composition C3H7N4O (ωB97M-V/def2-TZVPD).

## Properties
M = 115.1 g/mol
HOMO-LUMO gap (alpha / beta) = 0.284 / 0.284 hartree
E_HOMO (alpha / beta) = -11.35 / -11.35 eV
Relative energy (zero: lowest compared OMol25 entry of this formula, charge and spin) = 447.23 kJ/mol
LUMO (alpha / beta) = -0.13288 / -0.13289 Ha

Structure (ORCA input):
```
! wB97M-V def2-TZVPD RIJCOSX def2/J DEFGRID3
* xyz 1 1
C 0.000 1.563 0.228
C -1.434 0.198 -0.194
C 0.706 -0.636 0.047
N 0.995 0.672 0.063
N -0.635 -0.869 -0.010
N -2.718 0.250 0.038
N 1.649 -1.593 0.078
O 2.333 1.000 -0.115
H 0.061 2.505 -0.294
H -0.981 -1.824 0.000
H -3.222 1.096 -0.175
H -3.224 -0.481 0.518
H 2.613 -1.300 0.048
H 1.434 -2.551 -0.140
H 2.423 1.967 -0.091
*
```

---

[4]
Entry from the OMol25 dataset: an isolated molecule of C5H7PS (ωB97M-V/def2-TZVPD).

## Properties
M = 130.2 g/mol
HOMO-LUMO gap = 0.267 hartree
E_HOMO = -8.31 eV
Relative energy (zero: lowest compared OMol25 entry of this formula, charge and spin) = 384.17 kJ/mol
LUMO = -0.03779 Ha

Structure (ORCA input):
```
! wB97M-V def2-TZVPD RIJCOSX def2/J DEFGRID3
* xyz 0 1
C -2.018 0.039 -0.476
P -0.478 0.578 -1.234
C 0.748 -0.827 -0.591
C 1.601 -0.125 0.474
C 0.891 1.092 0.801
C -0.060 1.721 0.026
S -0.016 1.244 2.228
H -1.610 -0.784 0.173
H -2.828 -0.460 -1.141
H -2.484 0.845 0.057
H 1.494 -0.852 -1.417
H 0.362 -1.816 -0.257
H 2.640 0.129 0.047
H 1.756 -0.783 1.308
*
```